1.
20
Properties=species:S:1:pos:R:3:forces:R:3:lowdin_charge:R:1 method="wB97M-V/def2-TZVPD" fmax_ev_per_a=1.1 homo_ev=-9.76 charge=0 e_above_lowest_ev=0.301
C 0.006 2.074 -0.180 0.159 0.323 0.767 -0.103
H 0.898 1.735 -0.702 -0.230 0.008 -0.436 0.067
H 2.024 -3.955 -0.667 -0.204 -0.223 -0.056 0.055
H 0.387 2.320 0.814 -0.171 -0.147 0.209 0.074
H -1.970 3.052 1.311 0.113 -0.128 -0.091 0.091
H -0.716 0.021 -0.281 0.150 0.009 0.271 0.092
O -2.516 -0.067 1.423 -0.006 -0.052 -0.040 0.048
C -2.047 0.974 1.011 0.125 0.343 0.296 -0.565
C 1.950 -2.991 -0.179 -0.050 0.422 0.063 -0.158
H -0.357 3.014 -0.587 0.158 0.098 -0.290 0.069
N -2.382 2.174 1.566 -0.200 0.001 0.315 0.159
H -1.728 1.155 -1.041 -0.064 0.111 0.003 0.124
H 1.908 -2.253 -2.181 -0.407 -0.157 -0.544 0.052
H 1.174 -3.037 0.585 0.043 -0.098 -0.025 0.060
C -1.099 1.031 -0.153 -0.015 -0.624 -0.889 -0.171
H 2.287 -1.002 -1.138 -0.345 0.224 0.583 0.058
H 2.891 -2.854 0.337 0.274 0.193 0.092 0.053
H -2.936 2.136 2.408 -0.020 0.064 -0.110 0.108
H 0.585 -1.651 -1.140 -0.101 0.404 -0.349 0.043
C 1.640 -1.876 -1.206 0.791 -0.770 0.230 -0.156


2.
20
Properties=species:S:1:pos:R:3:forces:R:3:lowdin_charge:R:1 method="wB97M-V/def2-TZVPD" fmax_ev_per_a=2.9 homo_ev=-7.44 charge=0 e_above_lowest_ev=1.962
H 0.124 0.876 -0.803 0.597 -0.589 -0.266 0.097
H -2.043 1.307 0.242 -0.028 0.307 -0.148 0.076
H 3.176 -1.809 0.809 0.085 -0.394 0.059 0.065
N -0.523 0.109 -0.669 1.127 2.132 -1.591 -0.074
H -0.251 -0.701 2.281 -0.320 0.058 0.161 0.084
C 2.122 -2.064 0.916 0.063 -0.259 -0.076 -0.116
H -0.171 3.284 -2.451 0.001 0.056 0.016 0.033
C 1.330 -1.184 0.003 -0.915 -0.063 0.097 -0.150
H -0.836 -2.204 1.617 -0.482 0.034 -0.019 0.079
H -2.585 0.128 -0.933 -0.192 0.270 -0.155 0.077
H 1.935 -3.121 0.696 0.438 -0.009 -0.270 0.072
C -0.792 -1.132 1.434 1.459 -0.082 -0.449 -0.023
H -1.737 -0.626 1.294 -0.351 -0.384 0.371 0.053
H 1.696 -0.836 -0.958 0.576 -0.203 0.158 0.100
O -0.225 3.817 -1.650 0.058 -0.069 -0.086 -0.062
H 0.392 4.542 -1.800 -0.036 -0.029 0.042 0.037
H -1.770 1.598 -1.501 0.232 0.005 -0.066 0.061
H 1.882 -2.010 1.982 -0.183 0.537 -0.069 0.064
C 0.065 -0.823 0.214 -1.365 0.749 0.783 -0.355
C -1.788 0.848 -0.722 -0.763 -2.068 1.508 -0.119


3.
20
Properties=species:S:1:pos:R:3:forces:R:3:lowdin_charge:R:1 method="wB97M-V/def2-TZVPD" fmax_ev_per_a=3.4 homo_ev=-10.02 charge=0 e_above_lowest_ev=0.807
H 0.296 -0.581 -1.952 0.996 -0.276 0.496 0.056
H 0.000 1.245 -1.922 0.895 -0.245 -0.622 0.074
H -2.834 -1.455 -0.315 -0.987 0.503 -0.002 0.061
O 2.557 1.939 2.085 -0.306 0.499 0.777 0.060
H 0.631 -0.704 2.476 0.471 -1.281 0.287 0.060
H -1.604 -1.848 -1.368 -0.202 0.173 -0.234 0.072
H -0.865 0.055 -2.976 -0.066 0.557 -0.158 0.070
C -2.325 -1.031 -1.169 1.561 -0.617 -0.205 -0.126
H -0.796 -0.023 0.033 -1.657 0.665 -1.267 0.087
C -0.387 0.233 -2.009 -1.537 0.975 -0.215 -0.132
H 0.353 0.893 3.123 -0.096 -0.292 -0.530 0.095
H -1.963 1.106 -0.862 -0.590 0.910 0.388 0.086
H 3.604 0.139 0.623 -0.105 0.252 0.124 0.100
H -0.041 0.458 1.433 0.098 0.453 -0.008 0.034
C 0.675 0.321 2.232 0.189 2.398 1.241 -0.007
N 2.670 -0.016 0.968 0.083 0.278 0.362 0.130
C -1.443 0.186 -0.904 1.991 -2.532 0.946 -0.314
H -2.849 -0.881 -2.118 -0.595 -0.212 0.524 0.076
C 2.056 0.875 1.844 -0.050 -2.066 -1.966 -0.564
H 2.265 -0.910 0.777 -0.093 -0.142 0.062 0.081


What did the second record say?
20
Properties=species:S:1:pos:R:3:forces:R:3:lowdin_charge:R:1 method="wB97M-V/def2-TZVPD" fmax_ev_per_a=2.9 homo_ev=-7.44 charge=0 e_above_lowest_ev=1.962
H 0.124 0.876 -0.803 0.597 -0.589 -0.266 0.097
H -2.043 1.307 0.242 -0.028 0.307 -0.148 0.076
H 3.176 -1.809 0.809 0.085 -0.394 0.059 0.065
N -0.523 0.109 -0.669 1.127 2.132 -1.591 -0.074
H -0.251 -0.701 2.281 -0.320 0.058 0.161 0.084
C 2.122 -2.064 0.916 0.063 -0.259 -0.076 -0.116
H -0.171 3.284 -2.451 0.001 0.056 0.016 0.033
C 1.330 -1.184 0.003 -0.915 -0.063 0.097 -0.150
H -0.836 -2.204 1.617 -0.482 0.034 -0.019 0.079
H -2.585 0.128 -0.933 -0.192 0.270 -0.155 0.077
H 1.935 -3.121 0.696 0.438 -0.009 -0.270 0.072
C -0.792 -1.132 1.434 1.459 -0.082 -0.449 -0.023
H -1.737 -0.626 1.294 -0.351 -0.384 0.371 0.053
H 1.696 -0.836 -0.958 0.576 -0.203 0.158 0.100
O -0.225 3.817 -1.650 0.058 -0.069 -0.086 -0.062
H 0.392 4.542 -1.800 -0.036 -0.029 0.042 0.037
H -1.770 1.598 -1.501 0.232 0.005 -0.066 0.061
H 1.882 -2.010 1.982 -0.183 0.537 -0.069 0.064
C 0.065 -0.823 0.214 -1.365 0.749 0.783 -0.355
C -1.788 0.848 -0.722 -0.763 -2.068 1.508 -0.119